Entry 1:
{
  "formula": "C9H26HgN2O7",
  "method": "ωB97M-V/def2-TZVPD",
  "orbital_gap_ev": 3.9,
  "relative_energy_kcal_mol": 21.0,
  "symbols": ["O", "H", "Hg", "N", "N", "O", "O", "C", "C", "C", "C", "H", "H", "H", "H", "H", "H", "H", "H", "O", "H", "H", "C", "H", "H", "H", "O", "H", "H", "C", "O", "C", "C", "O", "C", "H", "H", "H", "H", "H", "H", "H", "H", "H", "H"],
  "positions_angstrom": [[3.14465, -2.77376, 2.12035], [2.67658, -3.46588, 1.60116], [0.26406, -0.58996, -0.15270], [0.62700, 1.18603, -1.41118], [-1.78355, 0.08521, -1.33920], [1.91313, 1.73317, -1.52055], [-2.83930, -0.82907, -1.56659], [-0.11126, 1.28441, -2.52014], [-1.40400, 0.62676, -2.50613], [0.32128, 2.11966, -3.64273], [-2.31578, 0.64658, -3.65352], [1.38884, 2.27552, -3.56301], [-0.14968, 3.10416, -3.61484], [0.08987, 1.70323, -4.62278], [-3.31221, 0.34212, -3.35550], [-2.02676, 0.00796, -4.49166], [-2.37561, 1.64408, -4.08232], [2.40725, 1.41439, -0.73339], [-2.91951, -1.37622, -0.75773], [-1.69722, 2.08835, 0.94155], [-0.72507, 2.11689, 0.83527], [-1.94759, 1.63375, 0.10909], [0.46455, -2.49733, -0.85671], [1.37549, -2.73973, -0.25951], [0.53791, -2.33600, -1.95161], [-0.42264, -3.07305, -0.57259], [4.26778, -0.11961, 0.33559], [4.46334, -0.88400, 0.93645], [3.68832, -0.54833, -0.31487], [1.63435, 1.40487, 2.32090], [1.47523, 0.06888, 1.83541], [0.97565, -0.97387, 2.69151], [-0.52964, -0.95594, 3.01414], [-1.37928, -0.98159, 1.88507], [-2.74142, -0.56268, 2.11615], [1.74465, 2.06556, 1.44839], [2.52337, 1.51556, 2.96148], [0.72465, 1.70351, 2.85667], [1.26808, -1.89122, 2.16527], [1.60164, -1.00295, 3.59978], [-0.76564, -0.06821, 3.59184], [-0.76839, -1.81033, 3.65801], [-3.34905, -1.20567, 2.77934], [-2.77216, 0.44660, 2.54472], [-3.24188, -0.53184, 1.14112]],
  "nbo_charge": [-1.33, 0.39, 1.35, -0.24, -0.20, -0.54, -0.56, 0.20, 0.20, -0.69, -0.69, 0.27, 0.25, 0.24, 0.26, 0.25, 0.24, 0.51, 0.50, -0.93, 0.46, 0.47, -1.14, 0.26, 0.21, 0.22, -0.98, 0.53, 0.46, -0.25, -0.60, -0.15, -0.10, -0.59, -0.25, 0.17, 0.21, 0.17, 0.29, 0.23, 0.16, 0.19, 0.18, 0.20, 0.17]
}

Entry 2:
{
  "formula": "C2H6N2OS",
  "method": "ωB97M-V/def2-TZVPD",
  "orbital_gap_ev": 9.6,
  "relative_energy_kcal_mol": 39.9,
  "smiles": "NNC(=S)CO",
  "symbols": ["N", "N", "C", "S", "C", "O", "H", "H", "H", "H", "H", "H"],
  "positions_angstrom": [[-2.28748, 0.02645, -0.20961], [-0.98623, -0.47610, 0.02431], [0.09199, 0.29260, 0.14183], [0.00315, 1.93994, 0.02680], [1.36895, -0.50743, 0.11770], [2.53023, 0.27177, -0.24035], [-2.65652, 0.25096, 0.71929], [-2.10874, 0.91533, -0.72752], [-0.92928, -1.46891, -0.22882], [1.20102, -1.33977, -0.56889], [1.51722, -1.09227, 1.02983], [2.25569, 1.18742, -0.08458]],
  "nbo_charge": [-0.64, -0.41, 0.09, -0.19, -0.13, -0.71, 0.36, 0.38, 0.39, 0.18, 0.20, 0.49]
}

Entry 3:
{
  "formula": "C7H8",
  "method": "ωB97M-V/def2-TZVPD",
  "orbital_gap_ev": 10.1,
  "relative_energy_kcal_mol": 147.0,
  "symbols": ["C", "C", "C", "C", "C", "C", "C", "H", "H", "H", "H", "H", "H", "H", "H"],
  "positions_angstrom": [[-1.00549, -0.69221, -1.10169], [-0.32675, 0.14867, -0.05517], [-0.97649, 0.28447, 1.29452], [1.12882, 0.10940, -0.05709], [2.31513, -0.45333, 0.15453], [0.64264, 1.36733, -0.56491], [-0.36154, 2.10141, -0.85156], [-0.45192, -0.68799, -2.04642], [-2.01392, -0.32038, -1.27396], [-1.05430, -1.72072, -0.72855], [-1.01534, -0.70997, 1.75157], [-0.40814, 0.95005, 1.95246], [-1.98731, 0.67066, 1.17762], [2.39474, -1.52441, 0.59077], [3.11986, 0.47703, -0.24214]],
  "nbo_charge": [-0.62, 0.10, -0.62, -0.06, -0.40, -0.33, 0.06, 0.23, 0.23, 0.22, 0.22, 0.23, 0.23, 0.25, 0.25]
}